[1]
This record from the Open Molecules 2025 dataset describes a structure of composition C43H34CaGeN3O3S. The level of theory is ωB97M-V with the def2-TZVPD basis set.

XYZ file:
```
86
C43H34CaGeN3O3S, DFT ωB97M-V with the def2-TZVPD basis set
Ca 12.92 9.84 9.43
O 16.19 9.70 8.69
C 16.53 8.34 8.82
C 15.17 7.54 8.78
O 15.20 6.31 8.86
O 14.10 8.27 8.68
C 17.10 8.07 10.22
C 16.48 8.69 11.28
C 16.86 8.40 12.58
C 18.05 7.70 12.80
C 18.76 7.11 11.70
C 18.24 7.30 10.42
C 17.53 7.99 7.66
C 18.46 8.89 7.20
C 19.20 8.69 6.03
C 19.07 7.48 5.34
C 18.18 6.52 5.81
C 17.45 6.77 6.98
H 16.89 10.22 9.18
H 15.63 9.33 11.05
H 16.27 8.81 13.40
H 18.41 7.52 13.85
H 19.67 6.58 11.88
H 18.69 6.81 9.58
H 18.60 9.82 7.76
H 19.74 9.54 5.62
H 19.58 7.36 4.38
H 18.15 5.51 5.36
H 16.78 6.04 7.41
N 8.49 10.31 9.19
C 8.60 11.69 9.39
C 7.67 12.74 9.51
C 8.16 14.02 9.87
C 9.56 14.26 10.06
C 10.48 13.22 9.92
C 9.99 11.95 9.53
N 10.66 10.73 9.43
C 9.74 9.78 9.26
C 10.01 8.32 9.21
C 9.15 7.24 8.99
S 9.93 5.76 9.10
C 11.47 6.63 9.29
N 11.32 7.94 9.39
H 7.65 9.78 8.99
H 6.59 12.58 9.57
H 7.43 14.82 9.86
H 9.79 15.26 10.41
H 11.59 13.37 10.06
H 8.08 7.40 8.79
H 12.45 6.16 9.34
C 14.03 11.48 10.80
Ge 15.05 13.06 10.21
C 14.11 13.59 8.56
C 14.08 12.61 7.56
C 13.28 12.72 6.45
C 12.43 13.84 6.30
C 12.43 14.82 7.29
C 13.28 14.69 8.39
C 14.96 14.34 11.68
C 14.62 13.94 13.00
C 14.51 14.85 14.02
C 14.89 16.19 13.79
C 15.18 16.60 12.47
C 15.28 15.65 11.45
C 16.92 13.00 9.64
C 17.46 13.35 8.40
C 18.84 13.29 8.17
C 19.67 12.83 9.19
C 19.17 12.54 10.44
C 17.78 12.58 10.62
H 14.03 11.21 11.87
H 14.72 11.71 7.60
H 13.40 11.94 5.67
H 11.76 13.92 5.46
H 11.83 15.71 7.17
H 13.34 15.46 9.15
H 14.44 12.89 13.23
H 14.21 14.52 15.05
H 14.96 16.92 14.57
H 15.43 17.63 12.22
H 15.69 15.97 10.49
H 16.80 13.68 7.62
H 19.22 13.54 7.19
H 20.74 12.73 9.06
H 19.83 12.28 11.28
H 17.39 12.19 11.57
```

Calculated values
Orbital gap (alpha / beta) in Ha: 0.1508 / 0.2728
Multiplicity: 1
Highest occupied orbital energy (alpha / beta) in eV: -1.58 / -4.89
Total charge: -1



[2]
This record from the Open Molecules 2025 dataset describes a structure of composition C43H34N11O2V. The level of theory is ωB97M-V with the def2-TZVPD basis set.

XYZ file:
```
91
C43H34N11O2V, DFT ωB97M-V with the def2-TZVPD basis set
V -0.18 -0.95 0.48
C -1.07 2.50 -5.08
C -0.63 1.40 -4.15
C 0.72 1.18 -3.87
C 1.12 0.20 -2.98
C 0.20 -0.62 -2.34
N 0.56 -1.57 -1.37
C 0.92 -2.81 -1.83
C 1.06 -3.10 -3.20
C 1.37 -4.35 -3.69
C 1.55 -5.43 -2.84
C 1.80 -6.82 -3.35
C 1.42 -5.18 -1.48
C 1.15 -3.91 -0.97
N 1.12 -3.81 0.46
C 1.76 -4.64 1.30
C 1.33 -4.36 2.58
C 0.42 -3.31 2.42
N 0.30 -2.98 1.13
C -1.15 -0.40 -2.63
C -1.56 0.59 -3.51
N -2.14 -1.18 -1.96
C -3.25 -1.72 -2.51
C -3.98 -2.29 -1.50
C -3.23 -2.04 -0.34
N -2.12 -1.37 -0.62
H -0.34 2.65 -5.88
H -2.03 2.27 -5.54
H -1.17 3.44 -4.55
H 1.47 1.80 -4.36
H 2.17 0.04 -2.78
H 0.91 -2.29 -3.91
H 1.47 -4.49 -4.76
H 2.22 -6.79 -4.36
H 2.51 -7.37 -2.72
H 0.88 -7.41 -3.40
H 1.49 -6.02 -0.80
H 2.48 -5.36 0.95
H 1.64 -4.84 3.49
H -0.11 -2.76 3.17
H -2.62 0.75 -3.68
H -3.41 -1.67 -3.58
H -4.91 -2.82 -1.59
H -3.46 -2.34 0.67
O 5.79 3.08 1.09
N 4.80 3.72 0.81
O 4.79 4.91 0.63
C 3.52 3.00 0.65
C 2.53 3.70 0.07
C 1.25 3.13 -0.16
C 0.19 3.85 -0.75
C -1.02 3.23 -0.92
C -1.16 1.90 -0.52
N -0.17 1.19 0.01
C 1.02 1.80 0.20
C 2.08 1.04 0.82
N 1.77 -0.24 1.17
C 2.70 -0.97 1.75
C 3.97 -0.48 2.04
C 4.29 0.81 1.71
C 3.34 1.62 1.07
H 2.71 4.73 -0.22
H 0.34 4.87 -1.05
H -1.86 3.75 -1.36
H -2.10 1.38 -0.63
H 2.44 -1.99 2.00
H 4.69 -1.12 2.53
H 5.27 1.20 1.94
C -2.81 -0.84 4.14
C -2.16 -1.20 2.98
N -1.19 -0.45 2.43
C -0.87 0.69 3.04
C -1.49 1.14 4.19
C -2.47 0.35 4.76
C -1.07 2.43 4.78
C -1.25 3.64 4.25
C -1.99 3.98 3.02
C -1.90 5.27 2.50
C -2.64 5.54 1.36
N -3.41 4.63 0.78
C -3.44 3.44 1.37
N -2.76 3.06 2.44
H -3.58 -1.49 4.54
H -2.39 -2.13 2.47
H -0.09 1.28 2.58
H -2.97 0.66 5.66
H -0.54 2.37 5.73
H -0.84 4.49 4.78
H -1.29 6.03 2.97
H -2.62 6.52 0.90
H -4.08 2.69 0.91
```

Calculated values
Orbital gap (alpha / beta) in Ha: 0.1885 / 0.2049
Multiplicity: 4
Highest occupied orbital energy (alpha / beta) in eV: -8.64 / -9.05
Total charge: +1



> multiplicity of number 2 (C43H34N11O2V)?

4